Here is a structure of composition C5H10N2O at a distorted geometry from the Open Molecules 2025 dataset. Energies are from wB97M-V/def2-TZVPD.

LUMO level	0.0307	Ha
total energy	-10370.517	eV
ΔE to the lowest compared entry with this formula, charge and spin	110.4	kcal/mol
orbital gap	10.23	eV
highest occupied orbital energy	-9.4	eV

Last column: Mulliken charge in e.
Element x y z (Å)
C -0.096 -1.616 1.411  -0.83
C 0.909 0.487 0.420  0.57
C -0.025 1.022 -1.563  -0.51
C -1.055 0.238 -0.567  0.03
C -1.767 -0.850 -1.221  -1.08
H 0.021 -2.035 0.452  0.37
H 0.244 -2.425 2.142  0.31
H -1.115 -1.413 1.556  0.30
H 0.604 0.354 2.683  0.33
H 0.589 1.967 -1.647  0.29
H -0.047 0.510 -2.581  0.21
H -1.498 0.561 0.344  0.46
H -2.109 -1.852 -0.708  0.30
H -1.069 -1.008 -2.178  0.19
H -2.875 -0.481 -1.377  0.30
N 0.785 -0.345 1.598  -0.42
N 0.376 0.012 -0.675  -0.24
O 1.418 1.559 0.497  -0.59